C51H51Cl2IN2O3S2Sb2V | the ωB97M-V functional and the def2-TZVPD basis

Geometry as ORCA input:
```
! RIJCOSX wB97M-V def2-TZVPD def2/J DEFGRID3
* xyz 0 4
V 0.194 -1.239 -1.636
C 0.729 -3.939 -5.476
C 0.181 -2.544 -5.467
N 0.080 -1.901 -6.614
C -0.390 -0.644 -6.624
C -0.805 0.032 -5.497
C -1.341 1.439 -5.621
O -2.182 1.614 -6.754
C -0.744 -0.646 -4.263
C -1.090 -0.031 -2.989
N -1.671 -0.740 -1.982
C -2.681 -1.669 -2.261
C -3.605 -1.409 -3.281
C -4.678 -2.248 -3.511
C -4.869 -3.374 -2.723
C -3.979 -3.640 -1.696
C -2.900 -2.797 -1.466
I -1.638 -3.264 0.119
C -0.201 -1.950 -4.237
O 0.052 -2.578 -3.100
H -0.084 -4.669 -5.435
H 1.360 -4.120 -4.607
H 1.288 -4.099 -6.395
H -0.447 -0.159 -7.592
H -0.521 2.145 -5.762
H -1.863 1.733 -4.706
H -2.849 0.919 -6.740
H -0.923 1.027 -2.812
H -3.475 -0.519 -3.882
H -5.378 -2.013 -4.303
H -5.707 -4.036 -2.897
H -4.119 -4.507 -1.065
C -1.616 0.182 3.646
C -0.368 -0.693 3.759
C 0.831 -0.290 2.896
Sb 1.254 1.827 2.954
C 3.180 1.734 2.050
C 3.860 0.549 1.790
C 5.082 0.552 1.134
C 5.646 1.754 0.724
C 4.979 2.943 0.975
C 3.753 2.931 1.628
C 1.932 1.775 4.993
C 1.297 2.565 5.947
C 1.692 2.535 7.279
C 2.737 1.714 7.672
C 3.384 0.923 6.731
C 2.982 0.956 5.404
Sb -2.305 0.591 1.625
C -4.373 0.176 1.970
C -5.182 0.913 2.829
C -6.519 0.586 2.999
C -7.069 -0.484 2.304
C -6.278 -1.220 1.435
C -4.938 -0.888 1.269
C -2.503 2.716 1.762
C -2.685 3.379 0.550
C -2.834 4.758 0.498
C -2.800 5.500 1.669
C -2.617 4.856 2.884
C -2.471 3.476 2.927
H -1.456 1.142 4.143
H -2.450 -0.297 4.163
H -0.639 -1.728 3.516
H -0.054 -0.710 4.809
H 0.675 -0.559 1.848
H 1.725 -0.817 3.245
H 3.425 -0.400 2.080
H 5.597 -0.381 0.936
H 6.598 1.762 0.208
H 5.408 3.884 0.651
H 3.238 3.872 1.787
H 0.480 3.217 5.653
H 1.184 3.156 8.007
H 3.050 1.689 8.709
H 4.205 0.283 7.032
H 3.510 0.345 4.678
H -4.774 1.763 3.366
H -7.138 1.169 3.671
H -8.113 -0.739 2.434
H -6.699 -2.048 0.878
H -4.335 -1.462 0.574
H -2.694 2.816 -0.379
H -2.967 5.249 -0.458
H -2.911 6.577 1.638
H -2.585 5.430 3.802
H -2.323 3.003 3.891
Cl 2.671 -0.583 -2.985
C 2.528 1.164 -2.824
C 3.179 1.922 -3.778
C 3.089 3.303 -3.709
C 2.342 3.890 -2.702
C 1.698 3.099 -1.765
Cl 0.728 3.900 -0.566
C 1.775 1.698 -1.773
S 0.989 0.742 -0.541
H 3.739 1.429 -4.560
H 3.587 3.919 -4.445
H 2.239 4.965 -2.637
C 2.174 -4.997 1.055
C 2.561 -3.604 1.511
S 2.792 -2.383 0.211
O 1.519 -2.497 -0.603
C 4.063 -3.137 -0.836
C 3.533 -4.039 -1.940
H 1.832 -5.580 1.910
H 3.017 -5.524 0.609
H 1.365 -4.950 0.324
H 3.476 -3.579 2.109
H 1.781 -3.143 2.123
H 4.593 -2.282 -1.259
H 4.755 -3.646 -0.159
H 3.256 -5.026 -1.576
H 4.312 -4.158 -2.693
H 2.653 -3.604 -2.413
*
```

Computed properties:
Orbital gap (spin up / spin down) in hartree: 0.272 / 0.233

***

C51H54F3N10O2RbS | the ωB97M-V functional and the def2-TZVPD basis

Geometry as ORCA input:
```
! RIJCOSX wB97M-V def2-TZVPD def2/J DEFGRID3
* xyz -2 1
Rb -0.258 -0.450 0.528
C 0.029 -4.133 3.570
C -0.175 -3.121 2.611
N -0.874 -2.040 2.864
C -1.439 -1.864 4.076
C -1.333 -2.844 5.094
C -0.553 -3.989 4.799
C -2.002 -2.666 6.329
C -2.765 -1.533 6.494
C -2.879 -0.547 5.513
C -2.188 -0.628 4.286
N -2.106 0.324 3.358
C -3.062 1.278 3.245
C -4.431 1.008 3.218
C -5.379 1.978 2.877
C -5.022 3.269 2.583
C -3.659 3.628 2.669
C -3.218 4.951 2.442
C -1.903 5.269 2.627
C -1.024 4.245 3.036
N -1.381 3.002 3.214
C -2.679 2.661 3.025
H 0.619 -5.003 3.313
H 0.240 -3.219 1.612
H -0.440 -4.751 5.564
H -1.922 -3.420 7.102
H -3.301 -1.386 7.427
H -3.476 0.333 5.718
H -4.757 -0.009 3.395
H -6.421 1.682 2.818
H -5.755 4.012 2.290
H -3.943 5.700 2.142
H -1.537 6.282 2.494
H 0.018 4.482 3.238
C 2.745 4.145 2.301
C 2.100 2.818 1.999
N 1.173 2.668 1.129
N 0.757 3.771 0.466
C -0.395 3.784 -0.286
N -0.639 5.087 -0.741
S -1.292 2.494 -0.691
C 2.572 1.601 2.720
C 3.741 1.636 3.481
C 4.121 0.506 4.190
C 3.328 -0.622 4.120
C 2.202 -0.578 3.305
N 1.837 0.492 2.613
H 1.995 4.937 2.327
H 3.483 4.406 1.535
H 3.244 4.147 3.265
H 1.296 4.622 0.509
H -0.705 5.745 0.028
H -1.493 5.097 -1.281
H 4.358 2.522 3.516
H 5.025 0.517 4.787
H 3.565 -1.528 4.661
H 1.563 -1.447 3.210
O 3.262 1.479 -0.810
H 2.419 1.783 -0.455
H 3.225 0.515 -0.666
F -1.251 -3.481 -0.486
C 0.051 -3.286 -0.889
F 0.034 -3.781 -2.191
F 0.704 -4.491 -0.214
C -4.728 -1.089 -0.014
C -4.160 -0.887 -1.396
C -4.937 -1.119 -2.539
C -4.345 -0.924 -3.785
C -5.146 -1.203 -5.036
C -3.027 -0.515 -3.917
C -2.172 -0.276 -2.781
C -2.858 -0.477 -1.533
N -0.902 0.112 -2.675
C 0.118 0.179 -3.700
C -0.164 -0.347 -5.123
C 1.083 -0.250 -6.014
C 2.236 -1.060 -5.419
C 2.564 -0.509 -4.031
C 2.978 0.961 -4.144
C 1.822 1.768 -4.743
C 1.497 1.219 -6.135
C 0.588 1.644 -3.843
C 1.321 -0.626 -3.149
H -5.725 -1.533 -0.057
H -4.802 -0.142 0.525
H -4.088 -1.747 0.580
H -5.967 -1.452 -2.458
H -6.219 -1.168 -4.836
H -4.917 -2.195 -5.437
H -4.922 -0.476 -5.822
H -2.667 -0.376 -4.922
H -2.264 -0.340 -0.642
H -0.951 0.250 -5.589
H -0.519 -1.379 -5.069
H 0.839 -0.639 -7.011
H 3.115 -1.004 -6.075
H 1.949 -2.114 -5.342
H 3.386 -1.087 -3.589
H 3.866 1.054 -4.785
H 3.234 1.350 -3.155
H 2.119 2.822 -4.824
H 2.371 1.313 -6.793
H 0.682 1.796 -6.587
H -0.245 2.238 -4.239
H 0.801 2.021 -2.838
H 1.531 -0.245 -2.145
H 1.012 -1.668 -3.038
N 2.964 -5.286 -1.541
C 4.167 -4.900 -1.089
O 5.195 -5.553 -1.245
C 4.219 -3.580 -0.369
C 5.239 -3.384 0.552
C 5.350 -2.162 1.187
C 4.460 -1.159 0.835
N 3.488 -1.325 -0.057
C 3.351 -2.522 -0.634
H 2.937 -6.182 -1.997
H 2.091 -4.927 -1.148
H 5.927 -4.199 0.740
H 6.119 -1.972 1.924
H 4.534 -0.169 1.275
H 2.525 -2.619 -1.331
*
```

Computed properties:
Orbital gap in hartree: 0.140

***

C51H55BaN5O2SSbSe | the ωB97M-V functional and the def2-TZVPD basis

Geometry as ORCA input:
```
! RIJCOSX wB97M-V def2-TZVPD def2/J DEFGRID3
* xyz -1 1
Ba 1.300 0.970 -1.127
N -1.505 -0.259 0.987
C -2.738 -0.897 0.522
C -2.862 -0.893 -1.008
N -1.617 -1.204 -1.684
C -1.350 -2.600 -1.942
C -0.725 -3.335 -0.760
N 0.409 -2.550 -0.271
H -1.427 0.618 0.466
H -0.737 -0.838 0.641
H -3.597 -0.375 0.954
H -2.767 -1.917 0.916
H -3.158 0.112 -1.323
H -3.665 -1.588 -1.307
H -1.496 -0.648 -2.524
H -0.634 -2.636 -2.769
H -2.252 -3.149 -2.260
H -0.450 -4.340 -1.108
H -1.446 -3.464 0.052
H 0.961 -2.265 -1.075
H 1.019 -3.070 0.346
C 8.335 -3.311 -3.833
C 7.052 -2.640 -3.423
C 6.715 -1.388 -3.920
C 5.521 -0.771 -3.567
C 4.662 -1.431 -2.702
C 4.971 -2.686 -2.190
C 6.166 -3.278 -2.554
S 3.131 -0.690 -2.282
O 3.235 0.735 -2.669
O 2.064 -1.428 -2.915
N 2.868 -0.806 -0.697
C 3.546 0.123 0.184
C 4.908 0.414 0.105
C 5.462 1.277 1.026
C 4.653 1.849 1.997
C 3.310 1.544 1.982
N 2.737 0.714 1.098
H 9.080 -2.581 -4.148
H 8.163 -3.991 -4.671
H 8.754 -3.898 -3.016
H 7.396 -0.881 -4.594
H 5.251 0.205 -3.949
H 4.286 -3.178 -1.512
H 6.421 -4.255 -2.158
H 5.525 -0.040 -0.657
H 6.520 1.505 0.985
H 5.046 2.524 2.744
H 2.632 1.985 2.705
C -0.457 2.989 -0.583
C -1.242 3.912 -0.787
C -2.224 4.888 -1.153
C -2.526 5.967 -0.315
C -3.486 6.902 -0.677
C -4.162 6.779 -1.884
C -3.866 5.711 -2.726
C -2.910 4.774 -2.369
H -1.995 6.058 0.625
H -3.704 7.732 -0.014
H -4.911 7.508 -2.168
H -4.384 5.608 -3.672
H -2.667 3.939 -3.017
Se -1.026 1.225 -3.946
C 0.691 1.964 -4.350
C 1.517 1.461 -5.368
C 2.759 2.010 -5.634
C 3.240 3.089 -4.896
C 2.443 3.603 -3.883
C 1.194 3.055 -3.615
H 1.161 0.616 -5.945
H 3.365 1.588 -6.430
H 4.209 3.522 -5.113
H 2.791 4.445 -3.293
H 0.575 3.475 -2.826
C -1.383 0.647 7.056
C 0.081 0.391 6.812
C 0.903 0.151 7.911
C 2.257 -0.122 7.771
C 2.817 -0.161 6.506
C 2.004 0.084 5.403
C 0.641 0.370 5.522
Sb -0.304 0.689 3.596
C -1.995 -0.534 4.058
C -3.250 -0.003 4.341
C -4.339 -0.824 4.607
C -4.175 -2.200 4.596
C -2.931 -2.741 4.304
C -1.838 -1.926 4.021
C -0.515 -2.549 3.657
C -1.093 2.631 4.096
C -0.465 3.363 5.108
C -0.807 4.684 5.366
C -1.782 5.298 4.596
C -2.403 4.590 3.581
C -2.071 3.262 3.307
C -2.750 2.577 2.154
H -1.543 1.006 8.074
H -1.963 -0.269 6.925
H -1.788 1.382 6.365
H 0.466 0.183 8.904
H 2.868 -0.299 8.648
H 3.870 -0.374 6.372
H 2.453 0.048 4.414
H -3.382 1.072 4.374
H -5.306 -0.388 4.825
H -5.013 -2.854 4.807
H -2.802 -3.818 4.286
H -0.595 -3.636 3.608
H 0.260 -2.301 4.387
H -0.174 -2.190 2.681
H 0.302 2.896 5.713
H -0.311 5.226 6.162
H -2.056 6.330 4.780
H -3.157 5.071 2.968
H -3.750 2.983 1.990
H -2.841 1.503 2.307
H -2.176 2.738 1.237
*
```

Computed properties:
Orbital gap in hartree: 0.207

***

C51H55N11 | the ωB97M-V functional and the def2-TZVPD basis

Geometry as ORCA input:
```
! RIJCOSX wB97M-V def2-TZVPD def2/J DEFGRID3
* xyz 0 1
N 6.305 -1.864 0.632
C 5.363 -2.016 -0.372
C 5.297 -3.340 -0.684
C 6.265 -4.034 0.069
C 6.801 -3.108 0.935
H 6.511 -1.004 1.098
H 4.864 -1.183 -0.838
H 4.664 -3.855 -1.391
H 6.560 -5.068 0.022
H 7.514 -3.204 1.739
N -5.829 0.667 -0.071
C -5.260 -0.370 -0.780
C -4.575 -1.180 0.072
C -4.696 -0.606 1.362
C -5.512 0.496 1.247
H -6.510 1.293 -0.454
H -5.555 -0.516 -1.807
H -4.031 -2.098 -0.087
H -4.377 -0.984 2.321
H -5.904 1.163 1.998
N 1.447 5.415 -4.298
C 2.260 5.600 -3.220
C 2.236 4.426 -2.477
C 1.436 3.522 -3.216
C 0.950 4.152 -4.343
H 1.176 6.122 -4.959
H 2.744 6.544 -3.045
H 2.656 4.268 -1.498
H 1.299 2.465 -3.036
H 0.374 3.786 -5.173
N -1.059 -0.522 -0.155
C -0.592 0.744 -0.119
C 0.774 0.708 -0.285
C 1.116 -0.661 -0.272
C -0.044 -1.416 -0.177
H -2.022 -0.801 -0.087
H -1.262 1.587 -0.086
H 1.382 1.597 -0.307
H 2.097 -1.111 -0.303
H -0.230 -2.475 -0.232
N -0.066 0.294 -6.248
C 0.094 -1.030 -6.461
C -0.033 -1.959 -5.462
C -0.300 -1.528 -4.162
C -0.599 -0.202 -3.968
C -0.491 0.681 -5.048
H 0.330 -1.333 -7.472
H 0.097 -3.029 -5.574
H -0.381 -2.143 -3.275
H -1.055 0.092 -3.029
H -0.761 1.720 -4.918
N 2.307 -5.306 1.413
C 0.991 -5.127 1.197
C 0.255 -5.876 0.295
C 0.884 -6.926 -0.395
C 2.214 -7.144 -0.146
C 2.895 -6.270 0.716
H 0.622 -4.204 1.630
H -0.805 -5.709 0.169
H 0.237 -7.460 -1.078
H 2.818 -7.924 -0.590
H 3.908 -6.521 1.010
N -4.267 3.356 -2.181
C -3.676 2.293 -2.699
C -4.246 1.489 -3.681
C -5.479 1.862 -4.160
C -6.151 2.932 -3.559
C -5.485 3.701 -2.622
H -2.717 2.069 -2.239
H -3.692 0.612 -3.988
H -5.999 1.262 -4.896
H -7.134 3.171 -3.945
H -5.939 4.571 -2.167
N -1.314 6.819 0.382
C -2.064 6.667 1.478
C -2.344 5.424 2.032
C -1.870 4.283 1.406
C -1.097 4.409 0.268
C -0.804 5.716 -0.150
H -2.491 7.567 1.902
H -2.925 5.352 2.942
H -2.092 3.293 1.789
H -0.617 3.605 -0.272
H -0.075 5.826 -0.947
N 2.545 5.145 3.140
C 3.766 4.855 3.591
C 4.267 3.547 3.657
C 3.499 2.534 3.121
C 2.234 2.824 2.677
C 1.777 4.143 2.724
H 4.425 5.670 3.862
H 5.294 3.449 3.983
H 3.880 1.518 3.157
H 1.622 2.045 2.237
H 0.807 4.383 2.306
N 2.064 -0.879 4.492
C 3.153 -1.303 5.162
C 4.073 -2.127 4.534
C 3.920 -2.543 3.229
C 2.775 -2.132 2.578
C 1.896 -1.243 3.227
H 3.222 -0.953 6.180
H 4.918 -2.429 5.147
H 4.633 -3.201 2.749
H 2.522 -2.545 1.611
H 0.898 -1.068 2.841
N -2.071 -3.666 1.678
C -3.080 -4.556 1.719
C -3.929 -4.726 2.795
C -3.746 -3.947 3.934
C -2.724 -3.018 3.923
C -1.929 -2.934 2.793
H -3.233 -5.168 0.838
H -4.674 -5.510 2.803
H -4.439 -4.074 4.754
H -2.578 -2.379 4.783
H -1.106 -2.229 2.758
*
```

Computed properties:
Orbital gap in hartree: 0.316